No. 1
The following is a quantum chemistry calculation of a structure of composition C8H10FNNi in a non-equilibrium geometry, from the OMol25 dataset.

Computed properties:
Strongest force on any atom, eV/A: 1.79
Energy, eV: -53704.0169
Multiplicity: 3
Total charge: -2

Each line ends with the natural charge from an NBO analysis.
Cartesian coordinates (Å):
1 C 1.325 0.801 -0.602  -0.33
2 C 1.875 -0.197 0.267  -0.30
3 C 1.717 0.226 1.606  -0.34
4 C 1.084 1.527 1.595  -0.45
5 C 0.812 1.863 0.189  -0.42
6 Ni -0.783 0.552 1.180  1.26
7 C -0.671 -1.840 -0.194  -0.83
8 C -1.419 -0.891 -0.965  0.18
9 C -1.786 -1.101 -2.304  -0.86
10 N -1.739 0.291 -0.352  -1.01
11 H 2.085 -0.284 2.484  0.19
12 H 2.377 -1.107 -0.058  0.19
13 H 1.017 2.233 2.420  0.20
14 H 0.455 2.836 -0.153  0.19
15 H 1.370 0.780 -1.693  0.19
16 H -0.086 -2.582 -0.721  0.17
17 H -2.154 1.022 -0.939  0.33
18 H -0.928 -2.012 0.858  0.18
19 H -1.469 -2.015 -2.785  0.16
20 H -2.370 -0.347 -2.815  0.14
21 F -0.709 0.245 2.980  -0.86

---

No. 2
The following is a quantum chemistry calculation of an isolated molecule of C16H14N6 in a non-equilibrium geometry, from the OMol25 dataset.

Computed properties:
Strongest force on any atom, eV/A: 3.00
Energy, eV: -25758.2953
Structure (SMILES): CN(c1ccc2[nH]ncc2c1)c1ccn(-c2ccccn2)n1

Each line ends with the natural charge from an NBO analysis.
Cartesian coordinates (Å):
1 C -0.995 -1.617 -3.012  -0.39
2 N -0.435 -0.958 -1.805  -0.44
3 C 0.560 0.044 -1.942  0.15
4 C 1.723 0.016 -1.184  -0.20
5 C 2.743 0.943 -1.368  -0.24
6 C 2.577 1.940 -2.336  0.16
7 N 3.353 3.017 -2.772  -0.38
8 N 2.734 3.815 -3.650  -0.21
9 C 1.570 3.283 -3.808  -0.04
10 C 1.406 2.069 -3.023  -0.14
11 C 0.428 1.047 -2.922  -0.20
12 C -0.934 -1.258 -0.530  0.34
13 C -1.747 -2.403 -0.197  -0.36
14 C -1.914 -2.394 1.177  -0.01
15 N -1.293 -1.241 1.642  -0.20
16 C -1.264 -0.925 3.037  0.37
17 C -0.638 0.267 3.417  -0.26
18 C -0.599 0.713 4.708  -0.17
19 C -1.254 -0.090 5.651  -0.27
20 C -1.868 -1.297 5.208  0.04
21 N -1.848 -1.707 3.932  -0.45
22 N -0.670 -0.601 0.595  -0.33
23 H -0.864 -2.720 -2.954  0.20
24 H -0.437 -1.264 -3.897  0.22
25 H -2.005 -1.351 -3.110  0.20
26 H 1.913 -0.827 -0.543  0.23
27 H 3.669 0.897 -0.801  0.22
28 H 4.327 3.193 -2.508  0.40
29 H 0.832 3.717 -4.468  0.20
30 H -0.433 1.136 -3.552  0.21
31 H -2.091 -3.150 -0.901  0.22
32 H -2.433 -3.163 1.736  0.24
33 H -0.203 0.833 2.581  0.24
34 H -0.148 1.664 4.973  0.22
35 H -1.340 0.239 6.687  0.22
36 H -2.422 -1.868 5.939  0.20

---

No. 3
The following is a quantum chemistry calculation of a structure of composition AsF6Sn in a non-equilibrium geometry, from the OMol25 dataset.

Computed properties:
Strongest force on any atom, eV/A: 4.79
Energy, eV: -82966.9102
Total charge: +1
Relative energy (zero: lowest compared OMol25 entry of this formula, charge and spin), kJ/mol: 59.3

Each line ends with the natural charge from an NBO analysis.
Cartesian coordinates (Å):
1 Sn -1.664 -1.616 -2.226  1.88
2 As 0.279 0.281 0.313  2.81
3 F -0.751 1.531 0.942  -0.58
4 F 1.647 1.294 0.336  -0.57
5 F 1.260 -1.094 -0.146  -0.62
6 F -1.168 -0.763 0.227  -0.68
7 F -0.119 0.607 -1.396  -0.66
8 F 0.517 -0.240 1.950  -0.59